(1)
41
Properties=species:S:1:pos:R:3:mulliken_charge:R:1 method="wB97M-V/def2-TZVPD" spin_multiplicity=1 lumo_ha=-0.0088 e_tot_ev=-31931.406 largest_force_ha_per_bohr=0.099 gap_ev=8.68 smiles="COCc1cccc(CNC(=O)c2nc(N)nc(-c3ccco3)n2)n1" relative_energy_kj_mol=50.5
C -5.41 -0.40 2.62 -0.774
O -5.11 0.81 1.80 -0.345
C -3.74 0.97 1.45 -0.323
C -3.52 1.59 0.12 0.328
C -4.53 2.42 -0.42 -0.780
C -4.35 2.93 -1.69 -0.532
C -3.16 2.55 -2.37 -0.459
C -2.21 1.65 -1.74 0.601
C -0.92 1.13 -2.53 -0.716
N -0.18 -0.02 -1.85 -0.155
C 1.20 -0.26 -1.97 0.363
O 1.71 0.24 -2.95 -0.603
C 1.89 -1.16 -0.99 0.636
N 1.12 -1.99 -0.22 -0.711
C 1.79 -2.49 0.78 0.652
N 1.34 -3.51 1.43 -0.428
N 3.00 -2.24 1.15 -0.601
C 3.69 -1.47 0.33 0.464
C 5.11 -0.98 0.64 0.272
C 5.95 -0.42 -0.25 -0.308
C 7.21 -0.11 0.47 -0.301
C 6.98 -0.77 1.68 -0.543
O 5.74 -1.39 1.71 -0.324
N 3.11 -0.91 -0.68 -0.436
N -2.38 1.24 -0.46 -0.350
H -5.28 -1.28 1.96 0.316
H -6.43 -0.39 2.93 0.265
H -4.85 -0.44 3.49 0.329
H -3.30 1.60 2.29 0.179
H -3.33 -0.05 1.36 0.381
H -5.29 2.54 0.21 0.687
H -5.07 3.63 -2.12 0.380
H -2.83 3.03 -3.41 0.226
H -1.33 0.81 -3.56 0.226
H -0.29 2.06 -2.75 0.294
H -0.48 -0.28 -0.96 0.385
H 0.74 -4.11 1.02 0.205
H 2.02 -3.95 2.05 0.263
H 5.79 -0.45 -1.27 0.474
H 8.03 0.52 0.08 0.394
H 7.58 -0.64 2.60 0.369

(2)
13
Properties=species:S:1:pos:R:3:mulliken_charge:R:1 method="wB97M-V/def2-TZVPD" spin_multiplicity=1 lumo_ha="0.1318 / 0.1318" e_tot_ev=-23241.700 largest_force_ha_per_bohr=0.110 gap_ev="8.23 / 8.23" total_charge=-1 relative_energy_kj_mol=242.8
C -2.48 -0.18 0.36 -0.836
C -2.17 0.56 -0.94 -0.279
C 0.17 -0.53 0.98 -0.787
C -1.18 -0.26 0.63 1.066
C -0.89 0.65 -0.60 -0.411
C 0.82 0.18 0.00 0.265
O 2.86 -0.72 0.87 -0.698
O 2.78 -0.19 -1.62 -0.672
O 2.89 1.61 0.11 -0.644
S 2.51 0.28 -0.22 1.153
H -3.44 -0.76 0.69 0.239
H -2.52 0.65 -1.99 0.322
H 0.65 -1.29 1.72 0.281

(3)
133
Properties=species:S:1:pos:R:3:mulliken_charge:R:1 method="wB97M-V/def2-TZVPD" spin_multiplicity=3 lumo_ha="-0.4093 / -0.4781" e_tot_ev=-163336.779 largest_force_ha_per_bohr=0.088 gap_ev="5.49 / 3.63" total_charge=+4
W -0.66 0.19 -0.44 2.456
C 1.75 4.62 5.48 -1.723
C 2.35 3.22 5.54 0.376
C 3.85 3.32 5.79 -1.011
C 4.49 1.94 5.77 -1.242
C 4.20 1.28 4.46 1.036
C 5.09 0.38 3.91 -0.594
C 4.82 -0.24 2.69 -0.539
F 5.69 -1.10 2.19 -0.368
C 3.67 0.03 2.00 -0.338
C 2.73 0.92 2.53 1.226
C 1.48 1.14 1.86 -0.238
O 1.21 0.56 0.72 -0.502
C 0.55 1.98 2.51 0.078
C 0.90 2.61 3.70 -0.655
N 2.07 2.46 4.29 0.307
C 2.99 1.57 3.77 -0.532
C -0.83 2.12 1.96 -0.539
O -1.76 2.54 2.59 -0.675
O -0.94 1.70 0.70 0.035
H 2.12 5.19 6.33 0.450
H 0.67 4.63 5.55 0.522
H 2.06 5.13 4.57 0.397
H 1.89 2.65 6.36 0.155
H 4.01 3.79 6.76 0.443
H 4.32 3.95 5.03 0.331
H 4.10 1.33 6.59 0.343
H 5.57 2.01 5.91 0.494
H 6.01 0.16 4.43 0.588
H 3.47 -0.47 1.06 0.637
H 0.16 3.25 4.15 0.692
S 5.66 1.24 -3.92 -0.146
C 6.75 2.07 -2.93 -0.383
C 6.23 2.37 -1.69 -0.827
C 4.92 1.91 -1.53 -0.184
C 4.45 1.25 -2.66 0.180
C 3.19 0.58 -2.83 0.753
C 2.17 0.73 -1.89 -0.948
N 0.99 0.10 -1.91 0.661
C 0.80 -0.81 -2.95 -0.156
C 1.77 -1.01 -3.98 0.107
C 1.48 -1.98 -4.99 -1.190
C 0.33 -2.68 -5.00 -1.217
C -0.68 -2.46 -4.00 0.781
C -1.91 -3.10 -4.03 -0.909
C -2.86 -2.81 -3.03 1.214
C -2.50 -1.90 -2.03 -1.261
N -1.31 -1.26 -1.93 1.089
C -0.41 -1.52 -2.97 -0.451
C -4.16 -3.41 -3.04 0.411
C -5.22 -3.21 -2.16 -0.266
C -6.34 -3.97 -2.48 -0.584
C -6.15 -4.75 -3.60 -0.284
S -4.61 -4.57 -4.28 -0.075
C 2.96 -0.29 -3.92 -0.776
H 7.74 2.30 -3.29 0.516
H 6.78 2.89 -0.93 0.470
H 4.37 2.02 -0.62 0.625
H 2.33 1.39 -1.05 -0.085
H 2.23 -2.15 -5.76 0.571
H 0.13 -3.42 -5.75 0.592
H -2.14 -3.81 -4.81 0.580
H -3.22 -1.64 -1.26 -0.300
H -5.19 -2.54 -1.33 0.575
H -7.26 -3.96 -1.92 0.480
H -6.86 -5.42 -4.05 0.529
H 3.71 -0.44 -4.68 0.580
C 0.79 3.70 -0.99 -0.854
N 0.64 3.22 -2.34 0.306
C 1.24 4.01 -3.41 -0.500
C 0.37 3.67 -4.63 -0.626
N -0.50 2.61 -4.13 0.005
C -1.20 1.77 -5.08 -0.800
C -0.37 2.45 -2.81 -0.354
N -1.08 1.64 -2.01 0.901
C -2.52 1.53 -2.32 -1.134
C -3.32 1.68 -1.02 -1.406
N -3.11 0.52 -0.13 -0.321
C -4.02 0.35 0.84 -0.102
N -4.99 1.21 1.25 0.164
C -5.42 2.54 0.88 -0.921
C -5.85 0.60 2.26 -0.728
C -5.11 -0.66 2.64 -0.796
N -4.15 -0.80 1.56 0.243
C -3.42 -2.03 1.58 -0.636
H 1.85 3.81 -0.77 0.332
H 0.32 3.01 -0.29 -0.225
H 0.31 4.68 -0.89 0.473
H 2.29 3.73 -3.54 0.238
H 1.21 5.08 -3.16 0.399
H 0.96 3.31 -5.47 0.399
H -0.23 4.51 -4.96 0.363
H -0.56 1.60 -5.94 0.363
H -2.12 2.26 -5.43 0.318
H -1.44 0.81 -4.63 0.183
H -2.79 0.56 -2.78 -0.115
H -2.82 2.33 -3.00 1.004
H -4.37 1.77 -1.29 1.018
H -2.98 2.61 -0.53 0.120
H -4.59 3.21 0.69 0.345
H -5.98 2.94 1.73 0.345
H -6.10 2.52 0.03 0.346
H -6.84 0.40 1.83 0.377
H -5.98 1.27 3.11 0.482
H -5.75 -1.54 2.67 0.397
H -4.59 -0.58 3.60 0.332
H -4.12 -2.82 1.86 0.448
H -2.63 -2.03 2.34 0.196
H -3.00 -2.27 0.61 0.016
Ge 0.79 -1.99 0.11 1.706
C 0.34 -3.90 -0.45 0.523
C 1.47 -4.65 -0.78 -0.789
C 1.36 -5.99 -1.07 -0.891
C 0.11 -6.59 -1.08 -0.709
C -1.02 -5.85 -0.78 -0.831
C -0.91 -4.50 -0.47 -0.020
C 0.97 -2.17 2.10 0.291
C 0.37 -1.28 2.99 0.452
C 0.63 -1.35 4.35 -0.672
C 1.49 -2.31 4.85 -0.764
C 2.09 -3.21 3.98 -0.993
C 1.84 -3.14 2.62 -0.736
H -1.22 -0.84 0.77 0.158
H 2.45 -4.17 -0.80 0.514
H 2.24 -6.57 -1.31 0.486
H 0.01 -7.63 -1.33 0.456
H -1.99 -6.32 -0.78 0.522
H -1.80 -3.93 -0.25 0.350
H -0.33 -0.53 2.63 -0.023
H 0.14 -0.66 5.02 0.577
H 1.67 -2.37 5.91 0.509
H 2.75 -3.97 4.37 0.500
H 2.30 -3.84 1.94 0.508

(4)
12
Properties=species:S:1:pos:R:3:mulliken_charge:R:1 method="wB97M-V/def2-TZVPD" spin_multiplicity=1 lumo_ha=0.0331 e_tot_ev=-7326.674 largest_force_ha_per_bohr=0.038 gap_ev=10.29 smiles="C#CC(=C)CO" relative_energy_kj_mol=251.9
C 0.86 1.96 1.22 0.150
C 0.57 0.93 0.65 -0.579
C 0.32 -0.39 0.16 0.287
C 1.30 -1.24 -0.06 -0.800
C -1.15 -0.74 -0.16 -0.416
O -1.49 0.00 -1.32 -0.524
H 0.91 2.88 1.78 0.427
H 2.37 -1.05 0.04 0.332
H 1.10 -2.29 -0.32 0.228
H -1.86 -0.52 0.67 0.289
H -1.13 -1.85 -0.37 0.251
H -0.84 -0.22 -2.06 0.355